Entry 1:
The following is a quantum chemistry calculation of an isolated ion of composition C5H14N2O and charge +1 in a non-equilibrium geometry, from the OMol25 dataset.

```
22
Properties=species:S:1:pos:R:3
C -0.445 -1.199 1.833
O -1.031 -0.807 3.074
C -0.748 -0.085 0.764
C 0.463 0.515 0.046
C 0.424 0.556 -1.468
C 1.956 -0.106 -3.276
N 1.445 -0.281 -2.041
N -1.658 0.918 1.411
H -0.827 -2.155 1.513
H 0.619 -1.190 2.070
H -1.471 -1.507 3.564
H -1.342 -0.602 0.013
H 1.358 0.046 0.449
H 0.634 1.519 0.458
H 0.681 1.553 -1.778
H -0.567 0.380 -1.912
H 2.767 -0.689 -3.673
H 1.736 0.658 -4.006
H 1.626 -1.130 -1.543
H -1.341 1.849 1.141
H -2.551 0.919 0.929
H -1.725 0.839 2.432
```

Computed properties:
Kohn-Sham gap (spin up / spin down) in eV: 5.3 / 9.9
2S+1: 2
Energy in eV: -10430.4722
<S²>: 0.753
Relative energy (zero: lowest compared OMol25 entry of this formula, charge and spin) in eV: 1.7098
Charge: +1
Lowest unoccupied orbital energy (spin up / spin down) in eV: -3.491 / -3.509

Entry 2:
The following is a quantum chemistry calculation of a 2-piece molecular cluster, C5H14N2O2 overall in a non-equilibrium geometry, from the OMol25 dataset.

```
23
Properties=species:S:1:pos:R:3
O 1.095 -0.639 -1.695
C 0.528 0.000 -0.797
N 1.042 0.104 0.420
N -2.209 -0.120 1.001
C 2.276 -0.572 0.728
C -2.089 1.184 1.681
C -0.798 0.722 -1.031
C -2.043 0.012 -0.462
H 0.475 0.578 1.127
H -3.172 -0.399 1.229
H 3.037 -0.320 -0.029
H 2.091 -1.659 0.693
H 2.672 -0.315 1.725
H -1.064 1.590 1.695
H -2.447 1.096 2.721
H -2.741 1.893 1.144
H -0.941 0.888 -2.116
H -0.675 1.713 -0.552
H -2.020 -1.010 -0.886
H -2.941 0.522 -0.862
O 3.426 -2.138 -1.944
H 3.970 -1.327 -2.065
H 2.527 -1.803 -1.726
```

Computed properties:
Kohn-Sham gap in eV: 10.0
2S+1: 1
Energy in eV: -12487.2538
Relative energy (zero: lowest compared OMol25 entry of this formula, charge and spin) in eV: 1.0742
Lowest unoccupied orbital energy in eV: 0.635

Entry 3:
The following is a quantum chemistry calculation of an isolated molecule of C5H14N2O2 in a non-equilibrium geometry, from the OMol25 dataset.

```
23
Properties=species:S:1:pos:R:3
C 0.177 0.697 0.342
C -0.907 0.826 1.428
C 1.553 1.014 0.931
N -0.036 1.635 -0.756
H 0.613 -1.058 0.878
H -0.084 2.590 -0.413
H -0.922 1.459 -1.217
H -0.865 1.815 1.893
H -0.780 0.078 2.213
H -1.899 0.697 0.994
H 1.558 2.021 1.357
H 1.801 0.328 1.742
H 2.322 0.946 0.164
C 1.136 -0.962 -1.581
C 0.010 -0.913 -0.574
N -2.264 -1.692 -0.751
O -1.205 -0.876 -1.248
O 0.032 -1.855 0.419
H -2.604 -1.225 0.089
H -1.839 -2.570 -0.446
H 2.094 -1.008 -1.070
H 1.012 -1.864 -2.182
H 1.099 -0.080 -2.213
```

Computed properties:
Kohn-Sham gap in eV: 9.5
2S+1: 1
Energy in eV: -12483.9813
Relative energy (zero: lowest compared OMol25 entry of this formula, charge and spin) in eV: 4.3468
Lowest unoccupied orbital energy in eV: 0.743

Entry 4:
The following is a quantum chemistry calculation of a 2-piece molecular cluster, C5H14N2OP overall in a non-equilibrium geometry, from the OMol25 dataset.

```
23
Properties=species:S:1:pos:R:3
C -3.332 0.173 0.296
C 3.218 -0.478 -0.974
C 2.254 -0.472 0.180
C 1.558 0.876 0.613
C 0.154 0.769 0.277
N -4.002 -0.946 0.049
N -0.565 1.733 -0.099
O -2.870 0.877 -0.550
P -0.875 -0.753 0.361
H 3.585 -1.548 -1.004
H 3.916 0.273 -0.962
H 2.639 -0.299 -1.907
H 1.412 -1.133 0.193
H 2.981 -0.767 1.058
H 1.502 1.076 1.660
H 2.017 1.789 0.143
H -4.036 -1.667 0.856
H -4.124 -1.214 -0.965
H -0.131 2.655 -0.294
H -3.222 0.327 1.325
H -1.534 1.609 -0.321
H -0.677 -1.280 -0.838
H 0.132 -1.600 0.901
```

Computed properties:
Kohn-Sham gap in eV: 9.7
2S+1: 1
Energy in eV: -19720.0746
Relative energy (zero: lowest compared OMol25 entry of this formula, charge and spin) in eV: 2.2691
Charge: +1
Lowest unoccupied orbital energy in eV: -3.992

Entry 5:
The following is a quantum chemistry calculation of an isolated ion of composition C5H14N2S and charge +1 in a non-equilibrium geometry, from the OMol25 dataset.

```
22
Properties=species:S:1:pos:R:3
C 1.095 1.064 -0.077
N 0.350 2.207 0.403
C -0.208 2.959 -0.798
N -1.233 3.854 -0.263
C 0.829 -0.324 0.640
C -0.663 -0.794 0.450
C -0.793 -2.037 -0.353
S 0.459 -3.451 0.071
H 1.075 1.014 -1.180
H 2.096 1.348 0.210
H -0.413 1.937 0.998
H -0.551 2.176 -1.612
H 0.495 3.535 -1.503
H -2.124 3.921 -0.721
H -0.933 4.434 0.446
H 0.989 0.006 1.697
H 1.621 -1.128 0.485
H -1.133 -0.930 1.513
H -1.254 0.021 0.155
H -0.471 -1.756 -1.336
H -1.748 -2.458 -0.395
H -0.366 -4.525 -0.042
```

Computed properties:
Kohn-Sham gap (spin up / spin down) in eV: 7.8 / 2.4
2S+1: 2
Energy in eV: -19216.3427
<S²>: 0.754
Relative energy (zero: lowest compared OMol25 entry of this formula, charge and spin) in eV: 3.3719
Charge: +1
Lowest unoccupied orbital energy (spin up / spin down) in eV: -3.875 / -9.158

Entry 6:
The following is a quantum chemistry calculation of a 3-piece molecular cluster, C5H14N3 overall in a non-equilibrium geometry, from the OMol25 dataset.

```
22
Properties=species:S:1:pos:R:3
C 1.891 -1.361 -0.394
C 0.759 -1.561 0.582
C -0.161 -2.554 0.373
C -0.420 1.423 0.208
N -3.839 -0.045 -0.237
C -2.862 0.629 0.169
N -1.627 0.783 -0.518
N 2.374 2.081 -0.155
H 1.813 -0.314 -0.600
H 1.830 -2.043 -1.257
H 2.920 -1.632 0.080
H 0.716 -0.898 1.437
H -0.193 -3.383 -0.430
H -1.075 -2.862 1.011
H -0.153 2.549 -0.053
H -0.487 1.020 1.341
H -3.808 -0.180 -1.258
H -2.991 1.314 1.004
H -1.419 -0.171 -0.927
H 1.355 1.956 0.041
H 2.475 2.680 -0.967
H 2.904 2.567 0.546
```

Computed properties:
Kohn-Sham gap (spin up / spin down) in eV: 10.1 / 8.3
2S+1: 2
Energy in eV: -9877.0888
<S²>: 0.754
Relative energy (zero: lowest compared OMol25 entry of this formula, charge and spin) in eV: 2.9003
Lowest unoccupied orbital energy (spin up / spin down) in eV: 0.864 / -0.976

Entry 7:
The following is a quantum chemistry calculation of a 2-piece molecular cluster, C5H14N3 overall in a non-equilibrium geometry, from the OMol25 dataset.

```
22
Properties=species:S:1:pos:R:3
C -0.094 -0.797 0.860
N -1.404 -0.504 0.175
C -0.242 -2.109 1.595
N 0.906 -2.279 2.587
H 0.051 0.023 1.562
H 0.774 -0.833 0.175
H -1.628 0.480 0.346
H -1.204 -0.475 -0.830
H -0.145 -2.952 0.973
H -1.172 -2.103 2.092
H 0.985 -3.234 2.845
H 1.737 -2.007 2.024
H 0.780 -1.685 3.396
C -0.043 2.869 -1.828
C -1.333 2.531 -1.600
C 1.287 1.027 -2.436
N 0.810 2.184 -2.757
H 0.369 3.808 -1.464
H -1.765 1.644 -2.091
H -1.954 3.230 -1.030
H 1.958 0.567 -3.183
H 1.329 0.614 -1.411
```

Computed properties:
Kohn-Sham gap in eV: 7.9
2S+1: 1
Energy in eV: -9873.5549
Relative energy (zero: lowest compared OMol25 entry of this formula, charge and spin) in eV: 3.6115
Charge: +1
Lowest unoccupied orbital energy in eV: -3.890

Entry 8:
The following is a quantum chemistry calculation of a 2-piece molecular cluster, C5H14N3 overall, from the OMol25 dataset.

```
22
Properties=species:S:1:pos:R:3
C 0.204 -2.311 -0.555
C -0.823 -1.939 -1.333
N -1.634 -2.801 -2.007
N 0.916 -1.300 0.234
H 0.446 -3.333 -0.311
H -1.058 -0.888 -1.453
H -2.164 -2.410 -2.763
H -1.314 -3.738 -2.204
H 1.918 -1.385 0.058
H 0.808 -1.493 1.231
H 0.718 -0.232 0.105
C -1.086 1.836 1.616
C 0.423 2.005 1.416
C 1.353 2.067 -0.730
N 0.905 1.345 0.207
H -1.327 2.177 2.621
H -1.717 2.363 0.905
H -1.319 0.769 1.566
H 0.901 1.499 2.259
H 0.711 3.057 1.444
H 1.432 3.151 -0.684
H 1.706 1.559 -1.623
```

Computed properties:
Kohn-Sham gap in eV: 9.8
2S+1: 1
Energy in eV: -9875.2181
Relative energy (zero: lowest compared OMol25 entry of this formula, charge and spin) in eV: 1.9482
Charge: +1
Lowest unoccupied orbital energy in eV: -2.770

Entry 9:
The following is a quantum chemistry calculation of an isolated ion of composition C5H14N3 and charge +1 in a non-equilibrium geometry, from the OMol25 dataset.

```
22
Properties=species:S:1:pos:R:3
C 0.078 -0.590 -0.914
C -0.075 1.611 2.030
C -2.074 0.095 0.226
C 0.571 0.036 -3.143
C 0.771 0.421 1.763
N -0.678 -0.337 0.090
N -0.350 -0.539 -2.185
N 0.062 -0.677 1.121
H 1.127 -0.493 -0.664
H -0.492 2.013 1.137
H -0.935 1.243 2.582
H 0.499 2.254 2.607
H -2.877 -0.312 -0.480
H -2.361 -0.243 1.281
H -2.083 1.163 0.285
H 1.549 -0.102 -2.656
H 0.580 -0.488 -4.166
H 0.245 1.094 -3.387
H 1.142 0.083 2.721
H 1.617 0.832 1.163
H -1.347 -0.668 -2.431
H -0.541 -1.196 1.815
```

Computed properties:
Kohn-Sham gap in eV: 9.9
2S+1: 1
Energy in eV: -9873.4281
Relative energy (zero: lowest compared OMol25 entry of this formula, charge and spin) in eV: 3.7383
Charge: +1
Lowest unoccupied orbital energy in eV: -3.470

Entry 10:
The following is a quantum chemistry calculation of C5H14N4 as an isolated structure in a non-equilibrium geometry, from the OMol25 dataset.

```
23
Properties=species:S:1:pos:R:3
C 0.487 -0.342 -0.398
C 0.383 -0.241 -1.891
C -2.590 1.081 -0.187
N 0.113 0.617 0.487
N 2.311 0.974 0.274
C -1.716 -0.036 0.259
N 0.934 -1.490 0.135
N 2.815 0.110 1.316
C -2.075 -1.182 0.799
H -0.034 1.493 -0.007
H 2.243 1.913 0.679
H 1.155 -2.244 -0.495
H 1.463 -1.313 1.010
H 2.479 0.354 2.247
H 3.832 0.140 1.351
H 0.073 -1.185 -2.338
H 1.383 0.010 -2.254
H -0.308 0.539 -2.201
H -2.394 1.984 0.398
H -3.650 0.832 -0.062
H -2.426 1.332 -1.239
H -1.361 -1.943 1.093
H -3.118 -1.402 1.024
```

Computed properties:
Kohn-Sham gap (spin up / spin down) in eV: 6.6 / 6.6
2S+1: 1
Energy in eV: -11366.3208
Relative energy (zero: lowest compared OMol25 entry of this formula, charge and spin) in eV: 6.0931
Lowest unoccupied orbital energy (spin up / spin down) in eV: 0.801 / 0.801

Entry 11:
The following is a quantum chemistry calculation of a 3-piece molecular cluster, C5H14NO overall in a non-equilibrium geometry, from the OMol25 dataset.

```
21
Properties=species:S:1:pos:R:3
C -2.869 -0.513 -0.937
C -1.743 0.009 1.326
C 3.507 -1.533 -0.786
C -1.714 -0.568 0.094
C 2.576 -0.870 -0.180
N 0.271 1.790 0.226
O 2.684 0.491 0.024
H -3.445 -1.463 -0.816
H -2.350 -0.585 -1.940
H -3.571 0.390 -0.758
H -2.730 0.243 1.817
H -1.060 -0.222 2.266
H 3.471 0.849 -0.428
H 4.461 -1.170 -1.217
H 3.469 -2.581 -0.949
H -0.823 -1.033 -0.361
H 1.723 -1.277 0.334
H 0.096 2.346 -0.657
H 1.112 1.002 0.042
H 0.243 2.269 1.123
H -0.524 1.172 0.491
```

Computed properties:
Kohn-Sham gap in eV: 10.1
2S+1: 1
Energy in eV: -8940.3904
Relative energy (zero: lowest compared OMol25 entry of this formula, charge and spin) in eV: 3.6176
Charge: +1
Lowest unoccupied orbital energy in eV: -3.179